C3H4NO2 | ωB97M-V/def2-TZVPD

Geometry as XYZ:
```
10
Properties=species:S:1:pos:R:3:forces:R:3
C -1.1205 1.3795 0.7257 -0.14 -0.44 0.47
C 1.1442 -0.8022 -1.4580 1.17 0.46 -0.56
C -0.6379 0.1636 1.1538 -1.18 -2.93 3.43
N -1.3832 2.3801 0.2785 -1.02 2.96 -1.08
O 0.0667 -1.3612 -1.7157 0.58 0.10 -0.33
O 1.5242 -0.3129 -0.3595 0.71 -0.31 -0.84
H 0.3046 0.0107 0.7030 1.89 -0.20 -0.09
H -1.1518 -0.6773 0.7497 -0.86 -0.42 -1.00
H -0.7474 -0.1270 2.2590 0.57 1.24 -1.22
H 2.0012 -0.6533 -2.3364 -1.72 -0.47 1.22
```
Positions in Å, forces in eV/Å.

Values from the calculation:
- Net charge: -1
- Relative energy (zero: lowest compared OMol25 entry of this formula, charge and spin): 18.6 kcal per mole
- Multiplicity: 1

Mulliken population analysis, charges in e, atoms 1 to 2:
1. C 0.55
2. C 0.11

=====

C4H11N3O2 | ωB97M-V/def2-TZVPD

Geometry as XYZ:
```
20
Properties=species:S:1:pos:R:3:forces:R:3
C 1.8361 1.6112 -0.8475 0.22 0.28 -0.43
C 1.8191 -0.8314 -0.4358 1.67 -0.93 -1.58
N 2.0529 0.4222 -0.1186 -0.32 0.76 0.74
N 1.0217 -1.2212 -1.4704 -0.66 -0.65 0.19
N 2.6357 -1.6800 0.1884 -0.92 -0.43 1.60
H -0.7781 -0.3932 0.0626 -0.32 0.27 -0.28
H 2.6841 1.8018 -1.5274 -0.07 -0.21 -0.01
H 1.7972 2.4620 -0.1751 -0.16 -0.07 0.11
H 1.3918 -1.0773 -2.4029 -0.21 0.64 0.00
H 0.5556 -2.1307 -1.4193 0.34 0.32 0.25
H 2.9326 -1.4097 1.1216 0.24 0.27 -0.17
H 2.5608 -2.6882 0.1172 -0.05 0.05 -0.63
H 0.9432 1.5524 -1.4818 0.01 -0.08 -0.01
C -2.5241 1.5459 0.0349 0.00 -0.57 -0.08
C -2.3977 0.3218 0.8992 1.17 -0.08 0.07
O -1.6649 -0.7034 0.2741 -0.06 -0.26 0.18
O -2.7707 0.1590 2.0117 -0.51 0.14 -0.16
H -2.7993 2.3996 0.6306 -0.21 0.26 0.00
H -3.2322 1.3227 -0.7563 -0.45 0.14 0.05
H -1.6034 1.7125 -0.5170 0.29 0.17 0.17
```
Positions in Å, forces in eV/Å.

Values from the calculation:
- Net charge: +1
- Relative energy (zero: lowest compared OMol25 entry of this formula, charge and spin): 49.5 kcal per mole
- ⟨S²⟩: 0.7575
- Multiplicity: 2

Mulliken population analysis, charges in e, atoms 1 to 2:
1. C -0.70
2. C 0.61

=====

H28O22S2Zn2 | ωB97M-V/def2-TZVPD

Geometry as XYZ:
```
54
Properties=species:S:1:pos:R:3:forces:R:3
Zn -1.0194 -0.1915 -2.8972 -1.85 -0.57 0.52
Zn -0.7028 -2.7274 1.5591 -1.26 -1.52 -0.23
S -4.1325 -0.2999 -1.7379 -9.24 -2.56 1.13
O -4.2919 -0.5368 -0.2934 1.78 0.98 1.08
O -2.7891 -0.1170 -2.1358 7.67 1.27 -1.86
O -4.6424 -1.5267 -2.3676 0.57 -0.76 -1.06
O -4.9479 0.8280 -2.1702 0.50 1.04 -0.18
S 0.3219 0.1338 0.0782 -3.02 0.21 0.15
O -0.2012 -1.0326 0.7662 -0.73 -0.55 -0.39
O 1.7581 0.0402 0.2217 1.41 -0.02 -0.21
O -0.0568 0.1999 -1.3517 1.52 0.01 2.42
O -0.1853 1.3139 0.7798 0.33 -0.30 0.00
O 0.8354 2.7733 2.6725 0.27 0.49 0.96
H 0.2352 3.3980 2.2653 -0.09 0.14 -0.02
H 0.5905 1.9267 2.2989 0.08 -0.08 -0.09
O -0.6207 1.6895 -3.7444 -0.14 -0.46 -0.80
H -0.3715 1.6444 -4.6675 0.06 0.06 -0.28
H -0.4301 2.5919 -3.4882 0.00 0.13 0.75
O 0.3747 -2.1889 3.1942 0.46 -0.17 0.83
H 0.1313 -2.3370 4.1080 -0.35 -0.13 0.19
H 1.1666 -1.6533 3.2406 0.65 0.63 -0.05
O 0.9707 -3.5160 0.6888 0.71 -0.06 -0.42
H 1.5374 -4.2781 0.5697 0.02 -0.71 0.05
H 1.5583 -2.7648 0.6066 0.49 0.62 -0.35
O -1.7767 0.5847 3.0140 -0.28 -0.21 0.43
H -1.1876 1.0187 2.3969 0.08 0.14 -0.65
H -1.5382 0.9457 3.8679 0.00 0.06 0.24
O 2.0593 1.8887 -1.8584 0.89 -0.23 -1.08
H 1.6780 1.1189 -1.4363 0.16 0.28 -0.40
H 1.6589 2.6324 -1.4081 -0.20 0.52 0.25
O -2.6391 2.1581 0.0026 0.05 1.11 0.03
H -2.8613 1.2325 0.1027 -0.64 -0.68 -0.10
H -1.7225 2.2154 0.2723 -0.04 -0.20 -0.08
O -1.0193 -2.3421 -2.4439 0.19 -0.14 -0.18
H -0.7557 -3.1405 -2.9015 0.12 -0.03 -0.25
H -1.3305 -2.6458 -1.5912 -0.63 0.16 0.51
O 2.6181 -1.6044 -1.5173 0.45 -1.17 -1.41
H 2.2197 -0.9273 -0.9705 -0.15 0.64 0.77
H 3.4556 -1.2301 -1.7906 0.36 0.10 0.05
O 2.1920 0.2131 3.2019 -0.54 -0.80 0.81
H 1.7919 0.0238 2.3532 0.06 0.19 -0.53
H 3.1134 0.3781 3.0014 0.35 0.33 -0.35
O -2.2968 -2.0421 2.5299 -0.71 -0.27 0.46
H -2.9806 -2.2822 3.1552 -0.26 -0.49 -0.08
H -2.2896 -1.0849 2.5380 0.09 1.34 -0.03
O 0.8608 -1.0143 -3.6557 -0.58 0.27 -1.43
H 1.1317 -1.0357 -4.5735 -0.04 0.06 -0.32
H 1.6720 -1.1387 -3.1630 0.42 -0.16 1.25
O 0.8014 3.5049 -0.1665 0.35 1.30 -0.46
H 0.0112 4.0064 0.0341 -0.24 0.14 -0.19
H 0.7158 2.7047 0.3517 -0.15 -0.39 0.32
O 3.8808 1.1541 1.0123 1.23 0.40 0.76
H 2.9994 0.8844 0.7542 -0.35 0.10 -0.35
H 4.4495 0.4538 0.6923 0.15 -0.08 -0.15
```
Positions in Å, forces in eV/Å.

Values from the calculation:
- Net charge: -1
- E_tot: -164008.3020 eV
- ⟨S²⟩: 0.7509
- Multiplicity: 2

Mulliken population analysis, charges in e, atoms 1 to 2:
1. Zn 0.32
2. Zn -1.25

=====

C18H24FN3O2 | ωB97M-V/def2-TZVPD

Geometry as XYZ:
```
48
Properties=species:S:1:pos:R:3:forces:R:3
C -1.9607 -0.1405 3.0209 -9.39 -4.18 -1.60
N -2.2155 -0.3249 1.5441 0.60 2.58 -2.68
C -2.2341 0.9390 0.8140 1.06 3.22 12.73
C -0.9724 1.7734 0.8600 -2.08 -0.79 3.05
N -0.2832 1.8678 -0.1085 9.23 1.54 -6.10
C 0.9994 2.5761 0.5028 -0.76 0.48 0.78
N 0.8508 2.9821 1.8382 -2.19 -3.50 -7.79
O -0.5187 2.4484 1.8378 -1.37 1.47 8.19
C 2.2146 2.8513 -0.4357 2.31 -2.03 6.81
C 1.9576 3.9542 -1.2265 1.64 7.01 -5.27
C 2.9310 5.1266 -1.2975 -3.69 -0.97 0.92
C 2.5771 6.2998 -2.1476 -6.43 -10.99 1.48
C 1.3370 6.2069 -2.8913 7.13 1.36 1.84
C 0.8466 4.9733 -3.0724 -6.01 3.12 -4.01
C 0.9028 3.9640 -2.2975 7.99 0.54 6.83
H 0.4745 3.1199 -2.1900 -4.13 -5.52 -0.59
H -0.1049 4.9871 -3.6275 0.55 -0.18 -0.79
H 1.3936 7.0560 -3.4928 -1.67 1.10 -1.47
H 3.1771 6.9698 -1.9834 5.80 8.03 0.94
F 3.8833 5.2104 -0.2078 -1.58 0.08 -2.80
H 2.4617 1.9775 -1.0071 0.06 -0.63 -0.09
H 3.2497 3.1029 0.3939 -3.27 -0.89 -2.67
H -2.8464 1.6965 1.3650 -0.81 -0.85 -0.49
H -2.3906 1.0087 -0.0829 -2.57 -0.69 -9.76
C -1.2484 -1.1119 0.6050 1.37 -3.19 15.90
H -0.1939 -0.9824 1.2635 -1.91 0.04 -2.59
C -1.7208 -2.4925 1.2421 13.05 -0.09 -6.88
H -1.2847 -2.9210 2.0175 1.33 -0.19 4.80
H -2.5981 -2.5392 1.0708 -11.38 -1.37 -1.66
C -0.8780 -3.5241 0.2366 -0.69 -0.41 -2.72
C -1.3964 -4.9630 0.2089 -4.33 2.17 4.31
H -2.5957 -4.9088 0.0095 2.76 -0.44 0.35
C -0.6520 -5.9209 -0.6180 -3.18 -1.19 2.17
O 0.6064 -5.8052 -0.3034 6.90 -0.46 1.54
C 1.2179 -4.5333 -0.5185 7.05 -8.54 -8.44
C 0.7759 -3.6470 0.2671 -7.32 10.49 11.83
H 0.9542 -2.5875 0.0408 1.13 -0.42 0.18
H 1.0311 -3.8397 1.5835 -0.50 0.52 -3.94
H 2.3667 -4.6855 -0.3843 -1.77 -0.20 0.06
H 1.2938 -4.2085 -1.6438 -1.06 -0.69 1.44
H -0.9701 -6.9728 -0.2713 0.19 1.30 -1.74
H -0.6318 -5.5078 -1.5581 -1.69 -0.38 -3.54
H -1.2727 -5.1431 1.3838 -0.48 -0.79 -2.22
H -1.1523 -3.0803 -0.7686 0.74 -0.48 0.46
H -1.1781 -0.7874 -0.2887 -0.09 1.55 -6.38
H -1.1313 0.2102 3.3145 6.53 2.73 1.89
H -2.8668 0.4893 3.4750 2.03 -0.92 -1.32
H -2.2049 -1.1641 3.5279 0.90 1.65 -0.95
```
Positions in Å, forces in eV/Å.

Values from the calculation:
- Relative energy (zero: lowest compared OMol25 entry of this formula, charge and spin): 466.5 kcal per mole
- Multiplicity: 1

Mulliken population analysis, charges in e, atoms 1 to 2:
1. C -1.15
2. N 0.15